(1)
Density functional theory data (ωB97M-V/def2-TZVPD) for an isolated molecule of C5H6O2 at a distorted geometry.

Calculated values
E: -344.524736 a.u.
SMILES: O=C1CCC(=O)C1
Kohn-Sham gap: 9.68 eV
total charge: 0
LUMO: 0.0159 Eh
HOMO energy: -9.25 eV

Last columns: bonded neighbours and bond lengths (Å).
Positions of all 13 atoms, in Å:
1 O -1.140 1.946 -0.096  C2 1.225
2 C -0.666 0.818 -0.160  O1 1.225, C3 1.503, C7 1.575
3 C -0.014 0.218 -1.374  C2 1.503, C4 1.508, H8 1.084, H9 1.085
4 C 1.054 -0.288 -0.436  C3 1.508, C5 1.857, H10 1.090, H11 1.085
5 C 0.450 -0.541 1.302  C4 1.857, O6 1.174, C7 1.458
6 O 1.190 -0.636 2.208  C5 1.174
7 C -0.937 -0.182 1.027  C2 1.575, C5 1.458, H12 1.090, H13 1.092
8 H -0.603 -0.494 -1.939  C3 1.084
9 H 0.342 1.010 -2.026  C3 1.085
10 H 1.268 -1.340 -0.624  C4 1.090
11 H 1.998 0.246 -0.458  C4 1.085
12 H -1.504 -1.055 0.705  C7 1.090
13 H -1.438 0.297 1.870  C7 1.092

Atom charges from the Mulliken analysis, given in e for atoms 1 to 2: atom 1 (O): -0.559, atom 2 (C): 0.521

---

(2)
Density functional theory data (ωB97M-V/def2-TZVPD) for a cluster of 2 separate species, C5H6O2 in total at a distorted geometry.

Calculated values
E: -344.439833 a.u.
SMILES: C#CC#CCO.O
Kohn-Sham gap: 10.11 eV
total charge: 0
LUMO: 0.0201 Eh
HOMO energy: -9.56 eV

Last columns: bonded neighbours and bond lengths (Å).
Positions of all 13 atoms, in Å:
1 C 1.271 3.417 -0.566  C2 1.231, H7 1.066
2 C 0.706 2.325 -0.509  C1 1.231, C3 1.441
3 C 0.045 1.115 -0.088  C2 1.441, C4 1.197
4 C -0.756 0.275 0.204  C3 1.197, C5 1.454
5 C -1.542 -0.885 0.590  C4 1.454, O6 1.385, H8 1.095, H9 1.098
6 O -1.368 -2.017 -0.189  C5 1.385, H10 0.980
7 H 1.988 4.206 -0.574  C1 1.066
8 H -2.621 -0.759 0.724  C5 1.095
9 H -1.229 -1.094 1.621  C5 1.098
10 H -1.836 -1.859 -1.035  O6 0.980
11 O 2.063 -1.269 -0.060  H12 0.968, H13 0.996
12 H 1.245 -1.333 0.455  O11 0.968
13 H 2.034 -2.120 -0.574  O11 0.996

Atom charges from the Mulliken analysis, given in e for atoms 1 to 2: atom 1 (C): -0.181, atom 2 (C): -0.707